DFT (ωB97M-V with the def2-TZVPD basis set) results for a structure of composition C18H20ClMnN2O7Se2.

The geometry in XYZ format:
```
51
Properties=species:S:1:pos:R:3:forces:R:3:mulliken_spin:R:1
Mn 0.0361 0.1120 -0.7613 -0.946 -0.408 3.475 4.66
O -0.7934 5.1620 0.3955 0.045 0.126 -0.017 0.00
C 0.5477 5.0876 0.4172 -0.079 -0.251 0.044 0.00
C 1.2713 6.2760 0.4619 0.105 0.198 0.008 0.00
C 2.6535 6.2575 0.5164 -0.150 -0.077 -0.019 0.00
C 3.3381 5.0468 0.5125 0.171 0.064 -0.002 0.00
C 2.6295 3.8635 0.4408 -0.138 -0.042 -0.008 0.01
C 1.2350 3.8568 0.3953 0.181 0.614 0.060 0.01
C 0.5297 2.5820 0.2776 -0.146 -1.620 0.050 -0.02
O 1.2021 1.4907 0.1181 0.309 1.437 0.475 0.04
N -0.7944 2.5777 0.3514 0.206 1.008 -0.011 -0.01
N -1.3023 1.3380 0.0748 -1.773 0.574 0.944 0.03
C -2.4967 1.0903 0.5016 0.878 0.664 -0.096 0.06
C -3.1508 -0.1730 0.3756 -0.532 -1.008 -0.174 0.00
C -4.4200 -0.3419 0.9532 0.274 0.194 -0.072 0.00
C -5.0977 -1.5406 0.9028 -0.322 -0.003 0.126 0.00
C -4.5328 -2.6172 0.2207 0.360 0.100 -0.148 0.01
C -3.2873 -2.4950 -0.3656 -0.480 -0.300 0.144 0.02
C -2.5446 -1.3013 -0.2815 0.484 0.614 0.065 0.02
O -1.3505 -1.2470 -0.7723 -1.140 -1.015 0.108 0.02
H -1.1346 4.2245 0.3715 0.009 -0.047 -0.004 0.00
H 0.7229 7.2095 0.4444 -0.013 -0.013 0.042 0.00
H 3.1985 7.1929 0.5556 0.008 0.006 -0.003 0.00
H 4.4201 5.0327 0.5472 -0.006 -0.013 -0.001 0.00
H 3.1364 2.9086 0.4056 -0.031 -0.021 -0.015 0.01
H -3.0036 1.9024 1.0237 -0.129 -0.059 0.085 0.01
H -4.8651 0.5108 1.4568 -0.016 -0.016 0.024 0.00
H -6.0648 -1.6425 1.3794 -0.006 0.032 -0.035 0.00
H -5.0696 -3.5551 0.1406 -0.020 -0.008 0.023 0.00
H -2.8554 -3.3237 -0.9124 0.087 0.033 -0.001 0.00
C -0.2985 -1.1927 4.8352 0.105 0.290 -0.447 0.00
Se 0.3112 -0.2789 3.1871 -0.075 -0.378 0.303 0.01
C 1.9983 -1.2695 3.0938 -0.226 0.255 -0.103 0.00
C 1.8288 -2.7216 2.7003 -0.153 -0.075 -0.316 0.00
Se 1.7875 -3.0022 0.7134 -0.185 -0.629 0.309 0.02
C 0.0295 -3.8462 0.6000 0.125 0.230 0.047 0.00
H 0.3921 -0.9947 5.6528 0.001 0.017 -0.017 0.00
H -0.3901 -2.2640 4.6676 -0.023 0.016 0.011 0.00
H -1.2781 -0.7856 5.0754 0.005 -0.016 0.006 0.00
H 2.4406 -1.2058 4.0877 0.119 0.021 -0.046 0.00
H 2.6184 -0.7170 2.3876 0.015 -0.014 -0.003 0.00
H 0.9050 -3.1313 3.1075 0.050 -0.119 -0.033 0.00
H 2.6734 -3.3213 3.0447 -0.013 -0.050 -0.040 0.00
H 0.0378 -4.8454 1.0338 0.107 0.034 0.056 0.00
H -0.1951 -3.8820 -0.4640 0.004 0.029 0.000 0.00
H -0.6797 -3.1855 1.0935 -0.036 0.008 -0.002 0.00
O 0.8643 -1.5216 -3.2698 -0.038 -0.099 -0.057 0.02
Cl 1.0763 -0.3113 -2.4874 2.858 -1.081 -4.779 0.04
O 2.4337 0.1651 -2.6848 0.189 0.044 -0.091 0.02
O 0.1247 0.7405 -2.9520 -0.119 0.117 -0.095 0.05
O 1.5230 -1.5404 0.0298 0.100 0.641 0.232 -0.02
```
Forces are in eV/Å.

## Properties
net charge: -1
electronic energy: -7747.9994 a.u.
energy above the lowest of the compared OMol25 structures with the same formula, charge and spin: 209.20 kJ/mol
E_HOMO (spin up / spin down): -3.919 / -4.812 eV
expectation value of S²: 8.760
HOMO-LUMO gap (spin up / spin down): 5.84 / 6.73 eV
spin multiplicity: 6

---

DFT (ωB97M-V with the def2-TZVPD basis set) results for an isolated molecule of C18H20ClN3O2.

The geometry in XYZ format:
```
44
Properties=species:S:1:pos:R:3:forces:R:3:nbo_charge:R:1
C -4.1022 -3.4247 0.2418 -0.128 -0.210 -0.016 -0.25
H -4.5136 -3.6346 -0.7513 0.002 0.020 0.054 0.18
H -4.9134 -3.4134 0.9764 0.022 0.009 -0.038 0.18
H -3.3906 -4.2058 0.5065 -0.090 0.019 -0.024 0.20
O -3.3701 -2.2245 0.2589 0.017 0.508 0.023 -0.52
C -4.0309 -1.0503 0.0099 0.075 -0.030 -0.021 0.35
C -5.3745 -0.9760 -0.3194 0.027 -0.226 -0.004 -0.30
C -5.9845 0.2507 -0.5345 0.005 0.108 -0.001 -0.21
C -5.2480 1.4120 -0.4309 -0.173 0.025 -0.040 -0.23
C -3.9007 1.3475 -0.1173 0.119 -0.111 -0.013 -0.23
C -3.2666 0.1331 0.1167 -0.137 -0.173 0.056 0.10
N -1.9159 0.0242 0.4809 0.070 -0.127 0.092 -0.45
C -1.2554 1.1391 1.1323 0.205 0.169 0.063 -0.22
H -1.9884 1.8720 1.4646 0.051 -0.039 -0.002 0.22
C -0.2124 1.7809 0.2217 -0.142 0.292 0.192 -0.23
N 0.8364 0.8077 -0.0310 -0.179 -0.030 -0.036 -0.45
C 2.1314 1.2357 0.0376 -0.107 -0.206 -0.073 0.80
O 2.4056 2.4168 0.1078 0.272 0.358 0.029 -0.66
N 3.0736 0.2262 0.0113 -0.373 -0.424 0.028 -0.64
C 4.4587 0.3464 -0.0332 0.478 0.153 -0.011 0.26
C 5.1220 1.5687 -0.1148 -0.179 0.191 -0.005 -0.27
C 6.5026 1.5990 -0.1639 0.045 -0.209 -0.001 -0.17
C 7.2506 0.4339 -0.1347 0.082 -0.040 0.002 -0.27
C 6.5828 -0.7761 -0.0542 -0.135 0.223 -0.010 0.00
C 5.2034 -0.8335 -0.0034 -0.011 0.079 0.004 -0.31
H 4.7080 -1.7915 0.0586 -0.027 -0.111 0.007 0.21
Cl 7.4850 -2.2532 -0.0169 0.097 -0.164 0.005 0.00
H 8.3275 0.4607 -0.1731 0.098 -0.033 -0.001 0.23
H 7.0079 2.5505 -0.2263 0.035 0.093 -0.006 0.22
H 4.5484 2.4794 -0.1342 0.004 0.011 0.004 0.26
H 2.7433 -0.7241 0.0700 -0.026 0.165 -0.010 0.40
C 0.4032 -0.5753 -0.0935 -0.055 -0.242 -0.015 -0.23
H 0.5430 -1.0789 0.8739 0.025 -0.050 -0.079 0.19
C -1.0683 -0.6535 -0.4874 0.134 -0.245 -0.189 -0.22
H -1.1864 -0.2151 -1.4920 0.027 -0.044 0.049 0.18
H -1.3679 -1.7025 -0.5383 0.136 0.120 -0.105 0.23
H 0.9741 -1.1105 -0.8601 -0.068 -0.008 0.095 0.21
H 0.2495 2.6527 0.6890 -0.123 -0.100 -0.076 0.25
H -0.6720 2.0989 -0.7219 0.000 0.063 0.089 0.19
H -0.7463 0.7574 2.0279 -0.026 0.189 -0.021 0.19
H -3.3353 2.2658 -0.0669 0.090 0.051 0.029 0.21
H -5.7114 2.3712 -0.6045 -0.040 0.080 -0.013 0.21
H -7.0343 0.2862 -0.7823 -0.089 0.002 -0.021 0.21
H -5.9678 -1.8730 -0.3996 -0.010 -0.108 0.009 0.22
```
Forces are in eV/Å.

## Properties
net charge: 0
electronic energy: -1472.8616 a.u.
energy above the lowest of the compared OMol25 structures with the same formula, charge and spin: 31.04 kJ/mol
E_HOMO: -7.985 eV
SMILES: COc1ccccc1N1CCN(C(=O)Nc2cccc(Cl)c2)CC1
HOMO-LUMO gap: 8.52 eV

---

DFT (ωB97M-V with the def2-TZVPD basis set) results for an isolated molecule of C18H20F2N6O3S.

The geometry in XYZ format:
```
50
Properties=species:S:1:pos:R:3:forces:R:3:nbo_charge:R:1
O 3.0045 -0.2035 1.4553 2.448 0.958 0.584 -0.54
O 2.6837 -5.4739 -3.3897 -3.076 -0.281 1.811 -0.93
O 0.8537 -6.7442 -2.0974 1.077 2.099 -0.195 -0.91
F -0.4281 -1.4500 2.6419 -0.132 -0.497 0.306 -0.31
F 2.8563 -1.9196 -0.7491 0.179 0.311 0.077 -0.31
N -0.1452 6.6572 1.8517 0.358 -0.925 0.711 -0.30
N 2.4938 4.1280 1.7769 -0.795 2.102 -1.475 -0.41
C 1.8269 -0.3122 1.4727 -1.413 2.351 -0.567 0.66
C -0.7846 5.5328 2.0502 -2.636 -2.104 -1.334 0.37
C 2.2883 2.8380 1.6723 1.126 -1.431 0.828 0.03
C 1.3875 4.9182 1.6607 -0.334 -0.064 1.262 0.31
C -0.2029 -3.5026 1.4171 -0.554 1.294 0.867 -0.29
C -0.0993 2.9351 1.9135 2.837 1.099 -0.508 -0.16
C 0.2866 -4.2788 0.4173 2.695 2.184 -1.660 -0.18
C 0.2176 -2.1767 1.7199 0.502 -1.359 -1.577 0.43
C 1.8402 -2.3618 -0.0113 -0.954 -2.316 -0.345 0.47
C 0.1290 4.3457 1.7807 -2.920 0.201 1.568 -0.17
C 1.2793 -1.5753 1.0335 -1.816 -2.777 -0.368 -0.29
C 1.0596 2.1247 1.8181 -1.168 1.250 -0.785 0.08
C 1.3781 -3.6969 -0.3557 -1.338 -0.079 1.877 0.05
N 1.1848 6.3033 1.7037 0.883 -1.095 -0.294 -0.39
N 0.8872 0.7130 1.7385 0.114 -1.183 -0.662 -0.60
N -2.2659 5.4889 2.2375 2.864 0.481 -0.234 -0.45
N 2.0559 -4.5630 -1.2504 -0.800 0.808 0.682 -0.86
C -3.1647 4.3363 2.4398 1.285 0.251 -1.097 -0.39
C -2.9033 6.7937 2.1161 0.712 0.485 -1.220 -0.42
C -1.1158 -4.2684 -5.4643 -1.186 -1.706 2.977 -0.59
C -0.2430 -5.2548 -4.6083 -1.416 2.585 0.504 -0.39
C 0.1661 -4.5356 -3.2423 -2.525 -1.462 0.381 -0.69
S 1.4646 -5.4726 -2.5069 2.378 -1.479 -1.568 2.25
H 3.2465 2.3115 1.5961 -0.637 -0.359 0.155 0.22
H -0.9541 -3.9659 1.9921 -0.998 0.006 0.895 0.23
H -1.0688 2.5239 2.0314 -0.691 -0.283 0.143 0.21
H -0.0818 -5.2625 0.1712 0.071 -0.115 0.193 0.25
H 1.8854 7.0297 1.6515 -0.274 -0.277 -0.003 0.41
H -0.0514 0.3917 1.4605 0.700 0.706 0.509 0.40
H 2.9692 -4.2532 -1.4613 1.092 0.178 -0.590 0.43
H -2.6676 3.5294 3.0236 -0.464 0.593 -0.356 0.20
H -3.9415 4.8203 3.0334 -0.431 -0.900 -0.153 0.21
H -3.5279 3.9219 1.4253 0.219 0.467 1.596 0.18
H -2.5570 7.2647 1.1391 -0.839 -0.459 0.893 0.20
H -2.5021 7.4716 2.8653 -0.178 0.141 0.331 0.20
H -4.0146 6.7483 2.1876 0.949 -0.126 -0.148 0.20
H -1.9144 -3.8117 -4.8525 0.060 -0.459 -0.091 0.19
H -0.6280 -3.4546 -5.8381 1.862 1.937 -1.164 0.20
H -1.5736 -4.8221 -6.2340 -0.578 -0.525 -1.100 0.21
H 0.5792 -5.4839 -5.2130 1.583 -0.461 -0.506 0.22
H -0.8200 -6.1660 -4.4580 0.178 0.102 0.496 0.22
H -0.7601 -4.6434 -2.5481 1.615 0.084 -0.933 0.25
H 0.3920 -3.4749 -3.2139 0.368 0.053 -0.714 0.25
```
Forces are in eV/Å.

## Properties
net charge: 0
electronic energy: -1849.9769 a.u.
energy above the lowest of the compared OMol25 structures with the same formula, charge and spin: 192.92 kJ/mol
E_HOMO: -7.740 eV
SMILES: CCCS(=O)(=O)Nc1ccc(F)c(C(=O)Nc2cnc3[nH]nc(N(C)C)c3c2)c1F
HOMO-LUMO gap: 7.61 eV

---

DFT (ωB97M-V with the def2-TZVPD basis set) results for the ion C18H20F3N2O2 with charge +1.

The geometry in XYZ format:
```
45
Properties=species:S:1:pos:R:3:forces:R:3:nbo_charge:R:1
C 0.1377 5.2895 2.5000 -0.205 0.205 -0.156 -0.26
H -0.8527 5.2636 2.9628 0.038 -0.016 -0.012 0.18
H 0.0531 5.0547 1.4347 0.006 -0.010 0.048 0.18
H 0.5634 6.2841 2.6160 -0.072 -0.067 -0.036 0.22
O 1.0339 4.4156 3.1522 0.231 -0.229 0.196 -0.47
C 0.7503 3.1016 3.2079 -0.019 -0.247 -0.006 0.32
C -0.3545 2.4909 2.6187 0.078 0.414 -0.083 -0.32
C -0.5362 1.1222 2.7423 0.108 -0.057 0.311 -0.18
C 0.3621 0.3351 3.4558 -0.248 -0.109 0.005 -0.11
C 1.4658 0.9523 4.0412 -0.070 0.112 -0.092 -0.19
C 1.6581 2.3090 3.9229 -0.055 0.178 -0.074 -0.23
H 2.5019 2.7948 4.3847 0.124 0.066 0.069 0.24
H 2.1699 0.3615 4.6076 0.115 -0.063 0.097 0.22
C 0.1904 -1.1611 3.5270 0.120 0.167 -0.129 -0.44
H 0.5664 -1.5413 4.4758 -0.027 -0.101 -0.026 0.25
H -0.8645 -1.4286 3.4495 -0.030 -0.061 0.039 0.23
C 0.9760 -1.8162 2.3867 0.145 -0.223 0.619 -0.21
N 0.5061 -1.2308 1.1137 -0.644 0.113 -0.039 -0.56
C 1.2677 -1.5067 -0.1110 0.038 -0.192 -0.585 -0.32
H 1.8642 -0.6505 -0.4256 -0.048 -0.007 0.128 0.25
H 1.9211 -2.3702 0.0324 -0.046 0.096 0.077 0.25
C 0.1822 -1.8482 -1.1624 0.527 0.078 0.537 0.68
O -0.9495 -2.0233 -0.7518 -0.361 -0.079 -0.094 -0.61
N 0.5713 -1.9158 -2.4325 0.117 -0.197 -0.358 -0.62
C -0.3982 -1.9448 -3.4877 -0.329 0.070 -0.268 0.22
C -0.8559 -3.1423 -4.0051 0.116 0.161 0.097 -0.22
C -1.8103 -3.1328 -5.0109 -0.023 0.048 -0.024 -0.17
C -2.3069 -1.9343 -5.4940 0.002 -0.053 0.015 -0.19
C -1.8566 -0.7307 -4.9762 0.173 0.044 0.192 -0.15
C -0.9031 -0.7343 -3.9692 0.037 -0.032 0.020 -0.19
C -0.3868 0.5503 -3.3835 0.306 0.136 0.305 0.98
F -0.8724 1.6393 -3.9591 -0.193 0.039 -0.229 -0.30
F -0.6500 0.6601 -2.0567 -0.265 -0.078 0.084 -0.34
F 0.9629 0.6271 -3.4584 0.152 -0.033 -0.262 -0.34
H -2.2410 0.2069 -5.3463 -0.018 0.062 -0.028 0.24
H -3.0499 -1.9313 -6.2753 -0.071 -0.015 -0.082 0.23
H -2.1666 -4.0674 -5.4142 -0.034 -0.085 -0.042 0.23
H -0.4686 -4.0716 -3.6189 0.051 -0.100 0.053 0.23
H 1.5304 -1.7226 -2.6882 -0.095 0.064 0.170 0.42
H 0.3896 -0.2141 1.2967 0.133 -0.289 -0.264 0.46
H -0.4606 -1.5952 0.8413 0.458 0.233 0.194 0.47
H 0.8317 -2.8971 2.3682 0.019 0.050 -0.172 0.23
H 2.0398 -1.5948 2.4999 -0.073 -0.027 -0.118 0.22
H -1.4281 0.6807 2.3162 -0.112 -0.070 -0.033 0.21
H -1.0836 3.0669 2.0728 -0.055 0.106 -0.044 0.23
```
Forces are in eV/Å.

## Properties
net charge: +1
electronic energy: -1257.3126 a.u.
energy above the lowest of the compared OMol25 structures with the same formula, charge and spin: 14.67 kJ/mol
E_HOMO: -11.400 eV
SMILES: COc1ccc(CC[NH2+]CC(=O)Nc2ccccc2C(F)(F)F)cc1
HOMO-LUMO gap: 9.10 eV

---

DFT (ωB97M-V with the def2-TZVPD basis set) results for a structure of composition C18H20FN2O4Pd.

The geometry in XYZ format:
```
46
Properties=species:S:1:pos:R:3:forces:R:3:mulliken_spin:R:1
Pd -2.6370 0.0912 -0.9345 0.414 -0.017 -0.603 1.63
C 3.9629 1.1448 3.0096 -0.115 0.006 -0.059 0.01
C 3.6948 -0.3142 2.6599 0.128 0.115 0.115 -0.01
C 4.9069 -1.0824 2.1722 -0.086 -0.070 -0.165 0.01
C 5.4024 -0.5435 0.8364 0.041 0.045 0.117 0.00
C 4.3017 -0.3638 -0.1552 -0.125 -0.054 0.127 0.14
C 4.5767 -0.2581 -1.4948 0.042 -0.024 -0.070 -0.03
C 3.5329 -0.1483 -2.4050 -0.180 0.027 -0.044 0.18
F 3.7867 -0.0749 -3.6718 -0.017 0.008 0.059 0.05
C 2.1646 -0.1279 -2.0082 0.182 0.014 -0.203 0.23
C 1.8548 -0.2153 -0.6748 -0.054 -0.017 0.009 0.00
C 0.4436 -0.1798 -0.2660 0.405 -0.064 0.219 0.03
O -0.4482 -0.0778 -1.1205 -0.314 0.051 0.022 0.11
C 0.2515 -0.2759 1.1648 -0.088 -0.147 0.045 0.03
C 1.3194 -0.3688 2.0144 0.186 0.019 -0.152 -0.02
N 2.6125 -0.3714 1.5978 -0.103 -0.004 0.081 0.07
C 2.9064 -0.3199 0.2780 0.138 0.010 0.091 0.21
C -1.1484 -0.2431 1.6953 1.188 0.079 -0.472 0.12
O -1.2165 -0.8872 2.7960 -0.367 -0.017 0.240 0.92
O -2.0360 0.3363 1.0924 -1.112 0.032 0.578 0.06
H 4.7286 1.1895 3.7833 0.009 -0.015 -0.012 0.00
H 3.0684 1.6266 3.4080 0.023 0.015 -0.019 0.00
H 4.3083 1.7181 2.1472 0.008 -0.008 0.030 0.00
H 3.2797 -0.8236 3.5281 -0.114 -0.064 -0.046 0.00
H 4.6605 -2.1420 2.0805 -0.004 -0.014 0.004 0.00
H 5.6860 -1.0026 2.9270 0.038 -0.002 0.010 0.00
H 6.1618 -1.1994 0.4095 -0.009 -0.043 -0.040 0.01
H 5.9099 0.4205 0.9610 -0.060 0.057 -0.001 0.02
H 5.5978 -0.2883 -1.8571 -0.022 -0.004 -0.027 0.00
H 1.3873 -0.0389 -2.7571 0.054 -0.010 -0.037 0.00
H 1.1773 -0.4375 3.0858 0.043 0.050 0.022 -0.01
C -3.8645 2.8944 -1.6278 -0.007 0.132 -0.051 0.00
O -2.5934 2.2085 -1.3706 -0.174 -0.055 0.061 0.14
H -3.6485 3.9160 -1.9248 0.091 0.042 -0.019 0.01
H -4.4924 2.8879 -0.7413 0.010 -0.067 0.064 0.00
H -4.3407 2.3767 -2.4513 0.023 -0.058 -0.031 0.00
H -2.0936 2.7220 -0.7196 -0.035 -0.017 -0.036 -0.01
C -7.5530 -2.1890 -1.6515 0.127 0.010 -0.042 0.00
C -7.1532 -0.7172 -1.8731 -0.104 -0.082 0.087 0.00
C -5.7460 -0.4630 -1.6049 -0.249 -0.160 -0.183 0.03
N -4.6300 -0.2872 -1.4066 0.117 0.175 0.290 0.05
H -8.6370 -2.2511 -1.6778 -0.028 0.004 0.001 0.00
H -7.2068 -2.5620 -0.6901 -0.046 0.041 0.036 0.00
H -7.1571 -2.8235 -2.4404 0.039 0.001 -0.010 0.00
H -7.7256 -0.0511 -1.2237 0.043 0.040 0.070 0.00
H -7.3554 -0.4040 -2.8989 0.063 0.038 -0.055 0.00
```
Forces are in eV/Å.

## Properties
net charge: +3
electronic energy: -1334.9896 a.u.
energy above the lowest of the compared OMol25 structures with the same formula, charge and spin: 21.34 kJ/mol
E_HOMO (spin up / spin down): -18.758 / -19.669 eV
expectation value of S²: 6.030
HOMO-LUMO gap (spin up / spin down): 8.54 / 6.48 eV
spin multiplicity: 5

---

> Among the records above, which one has the highest net charge?

C18H20FN2O4Pd